No. 1
Below is a structure of composition C44H52ClGaO8P at a distorted geometry, with properties calculated with ωB97M-V/def2-TZVPD.

Each line ends with the Mulliken charge.
Geometry (Å):
1 C 2.180 -1.072 -3.146  -0.620
2 C 2.050 -0.363 -4.646  -0.388
3 C 0.557 0.370 -4.818  -0.356
4 Cl -0.732 -0.985 -4.603  -0.346
5 Ga 0.371 1.887 -3.399  -0.146
6 C -1.549 2.636 -3.205  -0.568
7 C -2.279 2.235 -1.755  -0.317
8 C -2.604 3.536 -0.811  -0.708
9 C -1.626 3.652 0.532  -0.513
10 C -0.104 3.177 0.153  1.000
11 C 1.082 3.837 1.071  -0.684
12 C 1.179 3.269 2.605  -0.539
13 C 0.551 1.775 2.840  -0.106
14 C 1.299 0.564 2.030  -0.665
15 C 2.862 0.848 1.630  0.344
16 C 3.930 0.647 2.881  -0.414
17 C 5.514 0.802 2.386  -0.463
18 O 5.739 0.365 0.998  -0.341
19 C 6.016 1.498 0.096  -0.437
20 P 1.725 3.756 -4.001  0.692
21 O 0.733 4.981 -4.338  -0.714
22 O 2.700 3.463 -5.414  -0.532
23 O 2.684 4.336 -2.622  -0.504
24 H 1.219 -0.831 -2.487  0.106
25 H 2.258 -2.249 -3.199  0.297
26 H 3.103 -0.657 -2.538  0.115
27 H 2.911 0.459 -4.714  0.293
28 H 2.206 -1.148 -5.531  0.239
29 H 0.522 0.759 -5.936  0.335
30 H 1.002 1.324 -2.031  -0.105
31 H -1.516 3.808 -3.377  0.264
32 H -2.186 2.174 -4.085  0.348
33 H -3.338 1.785 -2.076  0.301
34 H -1.715 1.359 -1.218  0.155
35 H -3.731 3.404 -0.439  0.287
36 H -2.597 4.497 -1.478  0.318
37 H -1.594 4.802 0.830  0.212
38 H -2.083 3.071 1.469  0.154
39 H -0.103 2.008 0.099  -0.407
40 H 0.093 3.552 -0.962  -0.323
41 H 2.131 3.761 0.542  0.108
42 H 0.847 5.001 1.153  0.425
43 H 2.318 3.327 2.954  0.118
44 H 0.602 4.011 3.341  0.308
45 H -0.604 1.706 2.589  0.026
46 H 0.633 1.541 4.008  0.171
47 H 1.290 -0.387 2.744  0.421
48 H 0.743 0.220 1.045  0.178
49 H 3.067 1.872 1.102  -0.486
50 H 3.158 0.009 0.833  0.325
51 H 3.760 1.476 3.688  0.115
52 H 3.834 -0.413 3.405  0.288
53 H 5.922 1.884 2.567  0.282
54 H 6.174 0.078 3.068  0.251
55 H 6.702 2.333 0.559  0.285
56 H 6.620 1.065 -0.835  0.236
57 H 5.038 1.989 -0.363  0.073
58 H 3.054 4.376 -5.697  0.298
59 H 3.424 3.644 -2.550  0.297
60 C -7.037 -6.579 -8.005  -0.445
61 C -6.486 -7.680 -8.661  -0.436
62 C -5.100 -7.827 -8.735  -0.542
63 C -4.261 -6.863 -8.163  0.201
64 C -4.811 -5.750 -7.529  0.159
65 C -6.203 -5.613 -7.440  -0.538
66 C -3.936 -4.702 -6.965  0.574
67 O -4.419 -3.726 -6.405  -0.665
68 C -2.472 -4.844 -7.094  0.117
69 C -1.632 -3.830 -6.615  -0.788
70 C -0.246 -3.962 -6.720  -0.014
71 C 0.304 -5.108 -7.294  -0.481
72 C -0.530 -6.117 -7.777  -0.605
73 C -1.922 -5.980 -7.685  0.150
74 C -2.796 -7.036 -8.231  0.635
75 O -2.314 -8.041 -8.740  -0.693
76 H -8.117 -6.469 -7.939  0.384
77 H -7.136 -8.426 -9.113  0.381
78 H -4.678 -8.692 -9.244  0.440
79 H -6.640 -4.754 -6.934  0.451
80 H -2.053 -2.934 -6.162  0.536
81 H 0.405 -3.171 -6.353  0.361
82 H 1.384 -5.214 -7.370  0.397
83 H -0.094 -7.006 -8.228  0.439
84 C -3.787 0.540 8.399  -0.410
85 C -3.339 1.120 7.212  -0.574
86 C -2.005 1.512 7.086  -0.546
87 C -1.119 1.334 8.156  0.208
88 C -1.572 0.777 9.351  0.360
89 C -2.907 0.368 9.469  -0.630
90 C -0.659 0.632 10.502  0.544
91 O -1.056 0.139 11.551  -0.693
92 C 0.737 1.095 10.374  0.242
93 C 1.599 1.016 11.476  -0.563
94 C 2.924 1.440 11.360  -0.434
95 C 3.395 1.935 10.143  -0.483
96 C 2.537 2.020 9.045  -0.503
97 C 1.203 1.608 9.164  0.110
98 C 0.295 1.736 8.008  0.548
99 O 0.706 2.174 6.940  -0.687
100 H -4.824 0.226 8.493  0.385
101 H -4.027 1.265 6.383  0.407
102 H -1.661 1.959 6.155  0.561
103 H -3.265 -0.080 10.394  0.445
104 H 1.240 0.629 12.428  0.443
105 H 3.590 1.383 12.218  0.383
106 H 4.429 2.258 10.050  0.392
107 H 2.910 2.411 8.100  0.489

Calculated values
Spin multiplicity: 1
F_max (eV/A): 5.30
HOMO energy (eV): -5.603
Net charge: -1
Total energy (eV): -137035.71581

---

No. 2
Below is a cluster of 6 separate species, C44H52N2O13S in total at a distorted geometry, with properties calculated with ωB97M-V/def2-TZVPD.

Each line ends with the Mulliken charge.
Geometry (Å):
1 O 0.722 -1.993 4.481  -0.571
2 C 1.412 -1.916 3.324  0.124
3 C 3.014 -1.439 3.254  -0.480
4 C 3.889 -2.111 2.242  0.727
5 C 5.498 -1.726 2.001  -0.405
6 C 5.514 -0.902 0.546  -0.689
7 C 6.730 0.192 0.432  -0.622
8 C 6.439 1.634 1.155  -0.545
9 S 4.870 1.712 2.174  -0.132
10 C 3.343 1.959 1.117  0.578
11 N 3.111 1.868 -0.378  -0.264
12 N 1.725 2.135 -0.447  -0.280
13 C 1.072 2.412 0.918  -0.104
14 O 2.144 2.299 1.941  -0.289
15 C 3.312 -3.295 1.211  0.098
16 O 4.063 -4.339 0.794  -0.635
17 C 1.737 -3.047 0.705  0.189
18 C 1.268 -3.469 -0.809  -0.489
19 C -0.288 -3.141 -1.233  -0.672
20 C -1.281 -2.426 -0.140  0.570
21 C -2.840 -2.109 -0.655  -0.439
22 C -3.809 -2.502 0.619  -0.761
23 C -4.417 -1.190 1.419  0.413
24 C -3.850 0.346 1.304  -0.046
25 C -4.512 1.633 2.112  -0.412
26 C -5.796 1.317 3.094  -0.357
27 C -6.379 -0.236 3.266  -0.353
28 C -5.714 -1.508 2.426  -0.463
29 C -0.802 -2.001 1.405  -0.261
30 C 0.758 -2.319 1.838  0.234
31 H 3.412 -0.587 3.957  0.302
32 H 5.823 -1.042 2.899  0.370
33 H 6.170 -2.695 1.874  0.220
34 H 4.449 -0.493 0.279  0.216
35 H 5.748 -1.744 -0.268  0.353
36 H 6.895 0.426 -0.726  0.281
37 H 7.743 -0.329 0.778  0.299
38 H 7.340 1.815 1.917  0.292
39 H 6.414 2.533 0.372  0.360
40 H -0.038 2.679 1.184  0.339
41 H 2.076 -3.969 -1.511  0.305
42 H -0.596 -3.423 -2.345  0.203
43 H -2.876 -0.970 -0.955  0.258
44 H -3.085 -2.726 -1.631  0.347
45 H -3.294 -3.255 1.388  0.388
46 H -4.715 -3.126 0.157  0.380
47 H -2.924 0.598 0.600  0.089
48 H -4.025 2.709 1.963  0.270
49 H -6.291 2.216 3.669  0.272
50 H -7.276 -0.506 3.982  0.268
51 H -6.111 -2.621 2.532  0.257
52 H -1.564 -1.460 2.146  0.258
53 O 5.776 -3.396 4.126  -0.540
54 C 6.149 -4.537 3.906  0.279
55 C 5.385 -5.566 3.128  -0.048
56 C 6.097 -6.840 3.505  -0.299
57 C 7.499 -6.365 3.784  -0.592
58 O 7.352 -5.044 4.304  -0.378
59 H 5.478 -5.348 2.061  0.165
60 H 4.335 -5.589 3.430  0.394
61 H 6.051 -7.612 2.733  0.291
62 H 5.655 -7.251 4.421  0.174
63 H 8.110 -6.317 2.877  0.255
64 H 8.005 -6.996 4.520  0.344
65 O -1.650 6.454 -0.476  -0.617
66 C -0.444 6.476 -0.296  0.456
67 C 0.333 7.635 0.249  -0.330
68 C 1.750 7.265 -0.112  -0.550
69 C 1.708 5.759 -0.109  -0.290
70 O 0.388 5.418 -0.528  -0.343
71 H 0.189 7.685 1.331  0.263
72 H 0.030 8.571 -0.226  0.284
73 H 2.497 7.677 0.571  0.316
74 H 1.978 7.627 -1.122  0.282
75 H 1.876 5.341 0.889  0.184
76 H 2.438 5.329 -0.801  0.341
77 O -5.513 6.038 -5.992  -0.582
78 C -5.010 6.383 -4.936  0.423
79 C -5.055 7.767 -4.363  -0.339
80 C -3.982 7.707 -3.306  -0.492
81 C -3.996 6.256 -2.903  -0.195
82 O -4.357 5.540 -4.083  -0.335
83 H -6.044 7.942 -3.929  0.258
84 H -4.828 8.516 -5.124  0.290
85 H -4.153 8.388 -2.468  0.317
86 H -3.012 7.958 -3.753  0.260
87 H -4.740 6.047 -2.127  0.209
88 H -3.016 5.920 -2.553  0.146
89 O -10.849 4.407 -8.298  -0.596
90 C -9.671 4.725 -8.291  0.428
91 C -9.099 5.953 -8.932  -0.324
92 C -7.625 5.639 -8.958  -0.555
93 C -7.458 4.739 -7.762  -0.134
94 O -8.688 4.024 -7.654  -0.368
95 H -9.319 6.820 -8.303  0.248
96 H -9.497 6.094 -9.939  0.283
97 H -6.987 6.527 -8.921  0.305
98 H -7.383 5.087 -9.874  0.261
99 H -7.299 5.302 -6.836  0.143
100 H -6.632 4.034 -7.894  0.345
101 O 4.145 -8.386 1.864  -0.602
102 C 3.609 -9.095 2.700  0.572
103 C 2.167 -9.503 2.697  -0.431
104 C 1.978 -10.009 4.105  -0.501
105 C 3.352 -10.512 4.462  -0.439
106 O 4.259 -9.665 3.757  -0.356
107 H 2.021 -10.296 1.958  0.278
108 H 1.516 -8.652 2.486  0.276
109 H 1.203 -10.774 4.195  0.317
110 H 1.707 -9.173 4.762  0.272
111 H 3.514 -11.545 4.136  0.270
112 H 3.545 -10.445 5.537  0.315

Calculated values
Spin multiplicity: 1
F_max (eV/A): 8.59
HOMO energy (eV): -8.429
Structure (SMILES): O=C1C=C(CCCCSc2nnco2)C(=O)c2ccc(CCc3ccccc3)cc21.O=C1CCCO1.O=C1CCCO1.O=C1CCCO1.O=C1CCCO1.O=C1CCCO1
Total energy (eV): -86877.64085

---

Which Kohn-Sham gap belongs to each record? In order, 5.7; 7.2 eV.